1.
Below is C36H35F6N2 as an isolated structure in a non-equilibrium geometry, with properties calculated with the ωB97M-V functional and the def2-TZVPD basis.

Summary:
Charge: +1
Frontier orbital gap in eV: 7.51
Strongest force on any atom in eV/Å: 4.16

Geometry as XYZ:
```
79
C36H35F6N2, DFT the ωB97M-V functional and the def2-TZVPD basis
C -7.20 -0.07 -0.44
C -5.75 0.15 -0.76
C -5.19 1.42 -0.61
C -3.84 1.66 -0.87
C -3.32 3.07 -0.78
C -3.05 0.57 -1.23
N -1.65 0.80 -1.49
C -0.56 0.32 -0.85
N 0.51 0.72 -1.49
C 1.89 0.46 -1.24
C 2.34 -0.86 -1.35
C 1.46 -1.96 -1.83
C 3.65 -1.13 -0.94
C 4.49 -0.08 -0.58
C 5.90 -0.40 -0.18
C 4.07 1.24 -0.68
C 2.75 1.55 -1.01
C 2.35 2.99 -1.02
C 0.20 1.41 -2.76
C -1.30 1.42 -2.80
C -3.60 -0.68 -1.51
C -2.83 -1.76 -2.19
C -4.95 -0.90 -1.22
H -7.47 -1.10 -0.63
H -7.40 0.16 0.61
H -7.81 0.59 -1.05
H -5.81 2.26 -0.30
H -2.25 3.17 -0.99
H -3.87 3.74 -1.47
H -3.49 3.46 0.24
H 1.89 -2.94 -1.55
H 0.47 -1.92 -1.36
H 1.29 -1.96 -2.92
H 4.01 -2.17 -0.92
H 6.44 0.53 0.02
H 5.91 -1.04 0.71
H 6.37 -0.94 -1.00
H 4.77 2.06 -0.50
H 3.16 3.56 -0.54
H 2.26 3.41 -2.03
H 1.44 3.22 -0.45
H 0.60 2.44 -2.73
H 0.66 0.87 -3.61
H -1.72 0.82 -3.63
H -1.70 2.46 -2.81
H -3.50 -2.63 -2.33
H -2.46 -1.48 -3.19
H -1.98 -2.12 -1.60
H -5.37 -1.89 -1.38
F 2.48 3.25 5.34
C 1.90 3.84 4.25
F 0.90 4.64 4.71
F 2.85 4.66 3.71
C 1.41 2.80 3.27
C 0.17 2.88 2.61
C -0.20 1.88 1.70
C 0.62 0.76 1.41
C 0.11 -0.36 0.59
C 0.30 -1.73 1.12
C 1.07 -2.15 2.27
C 1.53 -3.48 2.38
C 0.96 -4.46 1.55
C 1.58 -5.83 1.50
F 0.67 -6.81 1.29
F 2.49 -5.89 0.47
F 2.26 -6.13 2.64
C -0.10 -4.13 0.68
C -0.47 -2.80 0.57
C 1.89 0.75 2.07
C 2.25 1.71 3.03
H -0.48 3.74 2.80
H -1.22 1.90 1.31
H -1.18 -0.44 0.14
H 1.29 -1.44 3.08
H 2.34 -3.71 3.10
H -0.59 -4.92 0.09
H -1.41 -2.60 0.05
H 2.57 -0.08 1.90
H 3.20 1.62 3.59
```

Charges computed using Löwdin, reported in e: -0.04, -0.24, 0.01, -0.20, -0.04, -0.15, 0.02, -0.11, 0.02, -0.15, -0.18, -0.01, 0.02, -0.26, -0.04, 0.01, -0.19, -0.03, -0.04, -0.04, -0.20, -0.02, 0.01, 0.08, 0.09, 0.09, 0.14, 0.06, 0.11, 0.10, 0.10, 0.04, 0.10, 0.13, 0.08, 0.09, 0.09, 0.13, 0.09, 0.09, 0.08, 0.12, 0.16, 0.15, 0.13, 0.10, 0.10, 0.04, 0.13, 0.12, -0.52, 0.13, 0.12, -0.11, 0.01, -0.02, -0.19, -0.04, -0.16, 0.00, 0.01, -0.13, -0.54, 0.13, 0.11, 0.12, 0.00, -0.06, -0.02, 0.02, 0.13, 0.11, 0.23, 0.12, 0.14, 0.14, 0.09, 0.12, 0.14

---

2.
Below is C46H54BrI2N5O4Pb as an isolated structure, with properties calculated with the ωB97M-V functional and the def2-TZVPD basis.

Summary:
Charge: +2
Frontier orbital gap in eV: 3.82
Strongest force on any atom in eV/Å: 0.71

Geometry as XYZ:
```
113
C46H54BrI2N5O4Pb, DFT the ωB97M-V functional and the def2-TZVPD basis
Pb -1.93 0.08 -0.37
O -2.19 -3.87 2.04
C -3.47 -3.78 2.47
C -4.02 -4.92 3.03
C -5.33 -4.90 3.48
C -6.10 -3.75 3.38
C -5.56 -2.62 2.82
C -4.23 -2.60 2.36
C -3.68 -1.39 1.74
O -2.47 -1.43 1.28
N -4.46 -0.32 1.66
N -3.85 0.65 0.93
C -4.30 1.84 1.02
C -3.66 2.92 0.24
C -4.08 4.24 0.36
C -3.44 5.22 -0.37
C -2.38 4.87 -1.20
C -2.03 3.53 -1.28
N -2.65 2.58 -0.58
H -1.94 -2.99 1.71
H -3.41 -5.81 3.11
H -5.75 -5.80 3.93
H -7.12 -3.75 3.74
H -6.14 -1.71 2.73
H -5.13 2.08 1.68
H -4.91 4.47 1.02
H -3.75 6.25 -0.29
H -1.86 5.60 -1.79
H -1.24 3.20 -1.94
C 4.87 -3.91 -0.61
C 4.93 -2.43 -1.03
C 5.74 -2.29 -2.33
C 5.61 -1.63 0.08
C 3.52 -1.95 -1.30
C 2.94 -0.94 -0.59
C 1.66 -0.49 -0.95
N 0.98 0.39 -0.26
C 1.35 1.38 0.50
C 2.46 2.21 0.27
C 2.81 3.15 1.20
C 2.03 3.31 2.44
C 0.89 2.67 2.72
C 0.39 1.74 1.67
O -0.75 1.32 1.65
C 0.06 2.89 3.97
C 0.81 3.79 4.96
C -0.23 1.54 4.66
C -1.26 3.59 3.60
C 4.07 3.97 0.98
C 4.28 5.04 2.05
C 3.98 4.66 -0.39
C 5.27 3.01 1.00
C 0.91 -1.16 -2.11
O -0.18 -0.73 -2.43
C 1.53 -2.35 -2.75
C 2.79 -2.64 -2.37
C 0.75 -3.16 -3.77
C 0.40 -2.31 -5.00
C -0.54 -3.68 -3.10
C 1.57 -4.37 -4.24
H 5.88 -4.26 -0.42
H 4.44 -4.55 -1.39
H 4.28 -4.05 0.30
H 6.77 -2.61 -2.13
H 5.78 -1.25 -2.67
H 5.35 -2.90 -3.14
H 6.62 -2.02 0.22
H 5.09 -1.72 1.04
H 5.70 -0.57 -0.18
H 3.45 -0.48 0.25
H 3.05 2.05 -0.62
H 2.41 4.03 3.15
H 1.78 3.36 5.24
H 0.22 3.88 5.87
H 0.97 4.79 4.57
H 0.70 1.06 4.97
H -0.79 0.86 4.03
H -0.82 1.73 5.56
H -1.07 4.53 3.08
H -1.81 3.80 4.51
H -1.89 2.96 2.96
H 3.44 5.74 2.11
H 5.17 5.62 1.80
H 4.45 4.61 3.04
H 3.11 5.32 -0.45
H 3.93 3.95 -1.21
H 4.87 5.27 -0.54
H 5.34 2.48 1.95
H 6.18 3.58 0.85
H 5.20 2.27 0.20
H 3.29 -3.47 -2.84
H -0.29 -1.50 -4.76
H -0.08 -2.95 -5.74
H 1.29 -1.88 -5.46
H -1.20 -2.87 -2.81
H -0.31 -4.29 -2.22
H -1.08 -4.31 -3.81
H 2.48 -4.07 -4.76
H 0.96 -4.94 -4.95
H 1.83 -5.04 -3.42
Br -6.45 -0.70 -4.54
C -5.45 -1.55 -3.20
C -5.68 -2.87 -2.86
C -4.90 -3.44 -1.87
C -3.93 -2.67 -1.25
N -3.72 -1.39 -1.57
C -4.47 -0.84 -2.53
H -6.45 -3.44 -3.36
H -5.04 -4.47 -1.56
H -3.31 -3.08 -0.46
H -4.28 0.20 -2.78
I -1.08 1.57 -4.71
I -2.50 2.01 -6.90
```

Atom charges from the Löwdin analysis, given in e for atoms 1 to 99: 1.52, 0.06, -0.26, 0.00, -0.06, -0.07, -0.02, -0.10, -0.43, -0.26, 0.09, -0.11, -0.05, -0.27, 0.00, -0.02, -0.03, -0.14, -0.01, 0.06, 0.12, 0.11, 0.11, 0.11, 0.14, 0.13, 0.12, 0.12, 0.06, -0.01, -0.55, -0.01, -0.05, -0.07, 0.05, -0.10, 0.15, -0.11, 0.03, -0.06, 0.09, -0.06, -0.19, 0.02, -0.53, -0.05, -0.02, -0.02, -0.54, -0.05, -0.02, -0.02, -0.22, -0.08, -0.05, 0.07, -0.53, -0.03, -0.02, -0.05, 0.10, 0.09, 0.10, 0.10, 0.10, 0.09, 0.10, 0.09, 0.08, 0.12, 0.13, 0.10, 0.10, 0.10, 0.09, 0.10, 0.08, 0.10, 0.10, 0.10, 0.07, 0.10, 0.10, 0.09, 0.10, 0.08, 0.10, 0.10, 0.10, 0.08, 0.10, 0.02, 0.10, 0.10, 0.06, 0.10, 0.10, 0.10, 0.10

---

3.
Below is an isolated molecule of C5H7N in a non-equilibrium geometry, with properties calculated with the ωB97M-V functional and the def2-TZVPD basis.

Summary:
Structure (SMILES): CC(C)=C1C=N1
Frontier orbital gap in eV: 8.71
Strongest force on any atom in eV/Å: 4.56

Geometry as XYZ:
```
13
C5H7N, DFT the ωB97M-V functional and the def2-TZVPD basis
C 0.51 -0.27 1.39
C -0.22 0.22 0.14
C -0.69 -0.82 -0.82
C -0.31 1.59 0.07
C -0.53 3.13 -0.19
N 0.16 2.71 0.81
H -0.34 -0.58 1.97
H 1.00 0.60 1.74
H 1.03 -1.22 1.17
H -0.34 -1.77 -0.45
H -0.36 -0.69 -1.97
H -1.79 -1.01 -1.04
H -0.57 3.89 -1.02
```

Charges computed using Löwdin, reported in e: -0.06, -0.34, -0.10, -0.18, 0.01, 0.10, 0.07, 0.05, 0.08, 0.04, 0.12, 0.08, 0.12

---

4.
Below is an isolated molecule of C8H8S2Si in a non-equilibrium geometry, with properties calculated with the ωB97M-V functional and the def2-TZVPD basis.

Summary:
Frontier orbital gap in eV: 7.07
Strongest force on any atom in eV/Å: 3.94

Geometry as XYZ:
```
19
C8H8S2Si, DFT the ωB97M-V functional and the def2-TZVPD basis
C 1.78 -2.22 0.57
C -1.10 2.12 -0.76
C -0.80 -1.87 0.55
C 2.63 -1.31 -0.01
C -0.51 2.85 0.16
C 0.50 -1.76 0.61
C -0.60 0.73 -0.90
C 0.79 0.55 -0.18
Si -1.85 -0.33 0.17
S 2.36 0.14 -0.78
S 0.80 1.88 0.98
H 2.13 -3.05 1.17
H -2.10 2.22 -1.35
H -1.30 -2.86 0.80
H 3.70 -1.52 0.07
H -0.49 3.89 0.45
H -0.67 0.57 -1.96
H -2.99 -0.83 -0.65
H -2.27 0.79 1.04
```

Charges computed using Löwdin, reported in e: -0.17, -0.30, -0.22, -0.47, -0.37, -0.15, -0.47, -0.88, 0.72, 0.93, 0.87, 0.12, 0.15, 0.08, 0.07, 0.06, 0.10, -0.05, -0.02

---

Calculated ΔE to the lowest compared entry with this formula, charge and spin, 261.85; 6.85; 439.59; 348.03 kJ/mol (same order as the records).